# 1
111
Properties=species:S:1:pos:R:3 method="wB97M-V/def2-TZVPD" de_lowest_ev=2.191 homo_ev="-5.603 / -5.228" spin_multiplicity=2
Pt -0.135 1.805 -0.449
Ge 0.793 -2.320 -0.544
S -0.667 -0.561 0.099
S 2.765 0.477 -1.685
S 2.456 2.001 4.070
O 1.621 -0.477 -1.956
O 3.275 1.102 -2.910
N 1.770 1.778 -0.980
N -2.006 2.221 -0.345
N 0.736 3.569 -0.462
N 0.766 1.676 2.190
N 3.107 3.791 -0.837
N 5.845 -0.464 4.635
C 2.728 -2.522 -0.725
C 1.979 3.069 -0.784
C -5.646 4.131 -0.849
C -3.272 -1.332 0.298
C -0.978 -4.174 -1.853
C 1.325 -4.514 1.270
C -2.803 3.140 -3.152
C 0.191 -2.706 -3.366
C -1.647 -4.751 -2.926
C -2.426 -1.200 -1.954
C -0.485 -3.279 -4.436
C 5.066 -0.648 3.543
C 1.755 2.429 2.571
C 3.121 -3.348 -1.781
C -3.943 3.202 0.598
C 0.428 -3.463 1.035
C 0.080 -5.212 3.208
C -4.675 -1.958 -1.552
C -2.435 1.694 -3.480
C 4.331 0.119 1.380
C 3.276 -1.852 2.463
C 3.702 -1.863 0.018
C -0.060 -3.149 -2.065
C -3.482 2.901 2.017
C -1.553 4.028 -3.138
C 3.346 -0.992 1.240
C 0.609 4.866 -0.232
C -4.495 -1.774 -0.187
C 5.045 -2.089 -0.269
C -0.822 -4.180 2.988
C -2.225 3.702 2.384
C 4.461 -3.540 -2.084
C -2.229 -1.066 -0.585
C 1.154 -5.381 2.343
C -3.130 2.889 -0.557
C -3.643 -1.661 -2.433
C 4.105 -1.694 3.514
C -3.604 3.284 -1.867
C 2.943 5.085 -0.596
C 5.428 -2.908 -1.321
C 0.531 0.688 3.128
C -5.167 3.812 0.414
C -4.855 3.870 -1.959
C 1.360 0.700 4.202
C -1.405 -4.299 -4.216
C -0.644 -3.313 1.915
C 5.147 0.247 2.443
C -3.259 1.401 2.266
C 1.713 5.693 -0.304
H -5.624 -2.321 -1.929
H -1.666 -4.047 3.655
H -5.221 4.141 -2.944
H -2.026 1.632 -4.494
H -1.989 3.575 3.444
H 6.479 -3.043 -1.546
H 1.626 6.756 -0.137
H 4.432 0.789 0.529
H -1.816 5.075 -2.964
H -1.348 -2.506 1.771
H 0.890 -1.893 -3.527
H -3.450 3.503 -3.954
H -6.621 4.588 -0.968
H 5.871 1.054 2.468
H -2.370 -5.540 -2.754
H 4.042 -2.372 4.360
H -3.309 1.046 -3.412
H -0.384 5.231 0.010
H -0.050 -5.882 4.049
H -1.366 3.366 1.806
H -3.017 1.228 3.320
H 5.802 -1.611 0.343
H -5.771 4.039 1.287
H -4.156 0.831 2.013
H 1.858 -6.189 2.503
H -1.936 -4.740 -5.051
H -1.022 3.953 -4.091
H -2.435 1.024 1.660
H 5.927 -1.232 5.281
H 1.377 0.029 5.049
H -0.865 3.720 -2.357
H -1.628 -0.945 -2.635
H 4.743 -4.185 -2.908
H 2.368 -3.840 -2.383
H 3.851 5.680 -0.630
H -1.187 -4.518 -0.845
H -5.307 -1.975 0.502
H 2.539 -2.647 2.464
H -0.309 -2.915 -5.441
H -0.275 -0.015 2.971
H -1.677 1.322 -2.794
H -4.288 3.228 2.677
H 2.173 -4.651 0.607
H -2.378 4.766 2.186
H 2.348 -0.576 1.027
H -3.125 -1.194 1.363
H 2.120 3.284 2.010
H 6.684 0.083 4.518
H -3.782 -1.787 -3.501

=====

# 2
95
Properties=species:S:1:pos:R:3 method="wB97M-V/def2-TZVPD" charge=+1 homo_ev=-11.939
S 6.416 3.392 0.887
S 1.542 -8.038 0.518
S -6.536 2.528 0.480
S -2.479 6.420 -6.560
S -1.608 3.796 3.120
S 2.806 3.295 -2.293
S -1.829 -14.243 2.431
S -0.335 0.603 -4.566
S -1.766 -1.721 1.176
P -0.708 1.929 -0.940
O -7.842 2.304 -0.095
O -1.855 -12.659 2.817
O -3.722 6.213 -5.849
O 4.379 3.702 -2.429
O 2.961 1.717 -2.672
O 7.275 3.990 2.137
O 5.494 4.709 0.614
O -1.015 -2.955 1.179
O -2.866 4.501 3.188
O -1.215 -0.465 0.717
O 5.562 2.339 1.391
O 2.429 -8.215 -0.607
O -1.091 3.515 4.642
O -1.903 4.963 -7.010
O -5.412 1.916 -0.531
O -6.190 2.136 1.828
O -3.176 -1.973 0.399
O -1.260 -14.977 3.537
O -2.352 7.330 -7.674
O -3.101 -14.581 1.831
O -0.442 4.852 2.692
O -2.385 -1.490 2.668
O -1.322 6.777 -5.467
O 0.619 -6.720 0.245
O -6.153 4.102 0.293
O 7.304 3.214 -0.238
O 0.687 -9.090 1.022
O 2.434 3.390 -0.899
O 2.401 -7.439 1.768
O -0.715 -14.152 1.243
O -1.424 2.585 2.351
O 2.071 3.952 -3.350
N -1.230 2.706 -2.499
C -4.230 -2.097 1.353
C -4.792 2.980 -1.252
C -0.591 5.591 -5.163
C 0.243 4.002 4.774
C -1.098 1.755 -3.517
C 4.284 1.470 -3.145
C -0.605 4.771 -6.450
C 5.595 5.585 1.734
C 7.010 5.386 2.271
C -4.878 4.198 -0.337
C -3.789 -1.270 2.557
C -0.792 -11.988 2.143
C -0.550 -12.787 0.866
C 5.164 2.511 -2.458
C 2.135 -6.043 1.902
C 0.721 -5.844 1.365
C 0.323 5.208 3.842
H -4.112 4.158 0.445
H -1.068 -10.950 1.935
H 1.352 5.442 3.558
H -1.303 -12.554 0.106
H 0.685 1.572 -1.148
H 2.227 -5.737 2.947
H -0.138 6.090 4.299
H 4.846 5.278 2.472
H 5.405 6.619 1.434
H -0.422 3.709 -6.265
H -4.300 -1.567 3.476
H 0.448 -12.619 0.452
H 2.867 -5.498 1.297
H -1.117 5.068 -4.357
H -3.759 2.721 -1.500
H -4.327 -3.155 1.616
H 7.741 5.931 1.666
H 6.102 2.681 -2.992
H -0.914 2.771 0.210
H -1.435 0.654 -0.867
H 4.288 1.605 -4.231
H 0.531 -4.811 1.065
H -0.028 -6.151 2.103
H -3.951 -0.201 2.381
H -5.358 3.140 -2.176
H 0.925 3.209 4.452
H 0.134 5.148 -7.165
H -4.788 5.138 -0.885
H 7.102 5.692 3.316
H 5.381 2.224 -1.424
H -5.172 -1.740 0.929
H 0.456 4.264 5.814
H 0.422 5.836 -4.835
H 4.590 0.448 -2.905
H 0.089 -12.006 2.793

=====

# 3
14
Properties=species:S:1:pos:R:3 method="wB97M-V/def2-TZVPD" de_lowest_ev=0.587 homo_ev=-9.280
N 1.494 -1.061 0.211
N -0.138 0.097 1.396
N -1.801 1.521 0.573
C 0.535 -1.065 -0.902
C -0.308 0.241 -0.975
C 1.168 -0.420 1.229
C -0.839 0.627 0.360
H 0.299 1.033 -1.390
H -0.060 -2.026 -0.840
H -2.232 1.705 -0.356
H -0.242 0.595 2.235
H -1.052 0.244 -1.777
H 1.953 -0.258 2.037
H 1.223 -1.234 -1.801

=====

Energy values, unit eV, following the record order: -156908.670, -191994.388, -8731.092.